{"formula": "C6H62F6N3O26", "method": "ωB97M-V with the def2-TZVPD basis set", "molar_mass_g_mol": 706.55, "total_energy_ev": -81231.5783, "charge": 1, "symbols": ["N", "C", "N", "C", "C", "C", "C", "F", "F", "C", "F", "F", "F", "N", "F", "H", "H", "H", "H", "H", "H", "H", "H", "H", "H", "O", "H", "H", "O", "H", "H", "O", "H", "H", "O", "H", "H", "O", "H", "H", "O", "H", "H", "O", "H", "H", "O", "H", "H", "O", "H", "H", "O", "H", "H", "O", "H", "H", "O", "H", "H", "O", "H", "H", "O", "H", "H", "O", "H", "H", "O", "H", "H", "O", "H", "H", "O", "H", "H", "O", "H", "H", "O", "H", "H", "O", "H", "H", "O", "H", "H", "O", "H", "H", "O", "H", "H", "O", "H", "H", "O", "H", "H"], "xyz": [[3.61795, -0.11483, -0.12131], [4.63924, 0.81751, -0.09163], [4.45968, 2.13892, -0.25131], [3.05281, 2.56762, -0.42979], [2.18869, 2.40081, 0.82385], [0.71556, 2.31356, 0.42662], [0.12382, 0.92050, 0.49135], [0.87966, 0.02345, 1.17592], [-1.07289, 0.97496, 1.14028], [-0.16378, 0.29982, -0.88506], [0.94714, 0.25470, -1.64666], [-0.61813, -0.97290, -0.76116], [-1.12481, 1.01364, -1.51237], [5.85857, 0.37356, 0.11371], [6.89307, 1.22366, 0.19051], [3.72722, -0.78764, 0.63783], [3.64151, -0.66672, -0.97417], [4.98873, 2.41937, -1.07579], [3.09225, 3.63443, -0.60901], [2.61332, 2.14042, -1.31557], [2.31599, 3.31146, 1.38919], [2.51315, 1.60134, 1.47113], [0.13876, 2.99032, 1.03838], [0.62144, 2.66411, -0.59565], [6.09437, -0.60424, 0.21347], [-1.87004, -2.15414, -3.20294], [-2.50374, -2.38600, -2.51601], [-1.44165, -1.36290, -2.86654], [-1.34302, -1.01506, -6.15171], [-1.28437, -1.11764, -5.19701], [-2.22225, -1.34533, -6.36728], [-3.32739, -0.95909, 0.70966], [-3.19534, -0.22726, 1.32012], [-2.52439, -0.94570, 0.18501], [2.47318, -2.56806, 0.38367], [2.06547, -3.37572, 0.72097], [1.77023, -2.12694, -0.10594], [3.80715, 1.72145, -3.25947], [2.97584, 1.68874, -3.74912], [4.48666, 1.70398, -3.94491], [4.01370, 2.44989, 3.61469], [4.12870, 3.17876, 4.24508], [4.85661, 2.39957, 3.15553], [-0.32913, -2.91430, 1.75361], [0.13875, -2.12663, 1.45842], [-0.69433, -2.66335, 2.61297], [-1.57894, -5.68819, 3.16143], [-1.69543, -5.39258, 4.06677], [-1.27652, -4.90338, 2.69731], [2.45083, 4.46139, -3.16406], [3.24248, 3.94338, -3.35188], [2.13801, 4.75598, -4.02619], [-4.51209, -0.14881, -2.57858], [-4.64571, -0.95801, -2.07474], [-3.66583, 0.19307, -2.27538], [2.42976, -4.01187, 3.33711], [2.01892, -4.82042, 3.68038], [1.70273, -3.56804, 2.88137], [-0.42051, -3.81450, -7.31881], [-0.81099, -3.19823, -6.68870], [0.52169, -3.62565, -7.26839], [1.23293, -6.76850, 4.17131], [0.91316, -7.57513, 4.58310], [0.44797, -6.37809, 3.75479], [-6.15824, 2.39531, -2.63389], [-5.57909, 1.64430, -2.45963], [-6.59203, 2.56478, -1.78906], [1.29914, -5.08936, -9.45628], [0.47477, -4.84075, -9.02162], [1.84250, -5.45936, -8.75545], [-7.51814, 2.90084, 0.40503], [-8.32450, 3.15318, 0.86811], [-6.95705, 2.52948, 1.09379], [1.14025, 2.53684, 3.61032], [0.48113, 1.94428, 3.98722], [1.98462, 2.14428, 3.86957], [0.58267, 5.47158, -0.52220], [-0.26756, 5.40699, -0.97297], [1.23118, 5.44732, -1.23657], [-0.23341, -3.65987, 4.52272], [-0.58756, -3.07042, 5.19879], [0.71802, -3.49431, 4.53457], [2.90847, 4.69760, 5.36525], [2.64377, 5.51905, 4.93946], [2.30113, 4.04346, 4.99207], [-2.08912, 4.95337, 0.38501], [-2.74457, 4.77641, 1.06616], [-1.61154, 5.72563, 0.70772], [-10.04161, 4.16785, 2.06090], [-10.54491, 3.41546, 2.38965], [-10.64409, 4.63877, 1.47714], [-7.65185, 2.71533, 3.56805], [-8.05411, 1.91095, 3.90895], [-8.34918, 3.14553, 3.06389], [3.62420, 0.47402, 6.09492], [4.37556, 0.03392, 6.50284], [3.98468, 1.28781, 5.73077], [0.16132, -4.30749, -2.83244], [-0.38132, -3.61077, -3.22509], [-0.26774, -5.12202, -3.11410], [1.89291, -7.02618, -3.41002], [1.50206, -6.42889, -2.76543], [2.83277, -6.82936, -3.37649]], "atomic_forces_ev_per_a": [[0.6, -0.2, 0.8], [0.3, 0.4, -0.2], [-0.9, -1.0, -1.2], [-0.2, 0.6, 0.6], [0.3, 0.5, -0.5], [0.6, -0.2, -0.1], [-0.3, 0.5, 0.4], [0.1, -0.2, 0.0], [-0.1, -0.2, -0.1], [-0.4, 0.1, -0.2], [-0.6, 0.1, 0.2], [0.3, 0.5, -0.1], [0.8, -0.5, 0.1], [-0.4, -0.4, 0.0], [0.2, 0.1, 0.1], [-0.4, -0.2, 0.0], [-0.2, 0.2, -0.3], [0.6, 0.6, 0.5], [0.2, 0.2, -0.2], [0.0, -0.4, -0.1], [0.0, 0.1, 0.4], [0.0, -0.3, 0.0], [-0.4, -0.1, 0.2], [-0.2, 0.2, -0.1], [0.3, 0.0, 0.0], [0.2, 0.1, -0.1], [-0.1, -0.1, -0.1], [0.0, 0.0, 0.1], [0.1, -0.2, 0.0], [-0.2, -0.1, 0.0], [-0.1, 0.1, 0.0], [0.0, 0.1, -0.1], [-0.2, 0.0, 0.1], [0.1, -0.2, 0.0], [-0.1, 0.2, 0.0], [0.2, -0.1, 0.0], [-0.1, -0.2, -0.1], [0.3, 0.1, -0.2], [0.0, -0.1, 0.1], [0.0, -0.1, 0.0], [0.2, 0.1, 0.3], [-0.1, 0.2, -0.1], [0.0, 0.0, 0.0], [0.2, 0.1, 0.0], [-0.1, 0.1, 0.0], [0.0, -0.2, 0.1], [0.1, -0.4, -0.1], [0.0, 0.1, 0.1], [0.0, 0.1, -0.1], [0.0, -0.1, 0.0], [0.0, 0.0, 0.1], [0.0, 0.1, 0.0], [0.2, 0.0, -0.1], [-0.2, 0.1, 0.1], [0.0, 0.1, 0.1], [-0.5, 0.2, 0.1], [0.4, -0.3, 0.0], [0.0, 0.0, -0.2], [0.1, -0.1, 0.1], [0.0, 0.2, -0.1], [0.0, 0.1, 0.0], [-0.1, 0.5, -0.2], [0.0, 0.0, 0.0], [-0.2, -0.3, 0.0], [0.1, 0.1, 0.2], [-0.1, -0.2, -0.1], [-0.1, 0.1, 0.0], [0.0, 0.1, 0.1], [-0.1, -0.1, -0.1], [0.0, -0.1, 0.0], [0.1, -0.1, -0.1], [-0.1, 0.2, -0.1], [0.0, 0.0, 0.1], [0.0, -0.1, 0.2], [-0.1, 0.1, 0.1], [0.1, -0.1, -0.2], [0.2, -0.1, -0.2], [0.0, -0.1, 0.1], [0.0, 0.1, 0.0], [-0.2, 0.6, 0.2], [0.0, -0.1, 0.1], [0.2, -0.1, 0.2], [0.1, -0.4, -0.3], [0.1, 0.1, 0.0], [-0.3, 0.2, 0.1], [0.1, 0.0, 0.1], [-0.1, 0.0, -0.1], [0.0, 0.0, 0.1], [0.2, -0.3, 0.1], [-0.2, 0.1, 0.0], [0.0, 0.1, 0.0], [0.1, -0.2, -0.1], [0.0, 0.0, 0.1], [-0.1, 0.3, 0.1], [0.0, 0.0, -0.1], [0.0, 0.0, 0.1], [0.0, 0.0, -0.1], [0.0, 0.0, 0.0], [-0.1, 0.0, 0.1], [0.0, 0.0, -0.1], [-0.1, 0.0, 0.0], [0.1, 0.1, 0.0], [0.0, 0.0, 0.0]]}